# 1
Here is a 2-piece molecular cluster, C4H5ClO overall at a distorted geometry from the Open Molecules 2025 dataset. Energies are from ωB97M-V/def2-TZVPD.

XYZ file:
```
11
Properties=species:S:1:pos:R:3:forces:R:3
C 1.53851 -0.42101 0.36189 -0.211 0.688 -2.656
C 2.04640 -0.05278 -0.86111 -2.643 -1.407 4.115
C -1.21230 -0.54509 0.80723 -0.907 -2.195 2.050
C -1.57808 0.47877 -0.19158 -1.343 -0.617 0.586
O -1.92662 -1.15843 1.57541 2.371 1.801 -2.316
Cl 2.06445 -0.60519 1.91941 0.668 -0.033 0.460
H 3.07348 0.18307 -0.93069 0.870 0.325 -0.700
H 1.23309 -0.06886 -1.56989 0.646 0.272 -0.835
H -1.89808 -0.00002 -1.11320 0.400 0.087 -0.225
H -0.90033 1.27613 -0.25146 1.419 0.572 -0.617
H -2.44051 0.91342 0.25399 -1.269 0.506 0.139
```
Forces are in eV/Å.

Values from the calculation:
* molecular weight: 104.5 g/mol
* F_max: 0.0990 hartree/bohr
* ΔE to the lowest compared entry with this formula, charge and spin: 98.5 kcal per mole
* multiplicity: 1
* LUMO (spin up / spin down): -0.004 / 0.005 hartree
* HOMO-LUMO gap (spin up / spin down): 7.9204 / 8.8007 eV

---

# 2
Here is C4H8N2O3 in the gas phase at a distorted geometry from the Open Molecules 2025 dataset. Energies are from ωB97M-V/def2-TZVPD.

XYZ file:
```
17
Properties=species:S:1:pos:R:3:forces:R:3
N -1.54670 -0.05132 1.35369 -0.507 0.030 -0.142
C -1.69481 0.26274 0.03267 0.442 3.378 -0.925
O -2.30622 1.30965 -0.35834 1.190 -3.670 1.718
C -0.66665 -0.31217 -1.04197 -3.677 -0.244 -0.203
C 0.75338 -0.10125 -0.69888 1.554 1.883 -3.595
N 1.32957 -1.10138 0.08316 -1.316 -3.400 1.427
C 1.02679 1.20823 0.00589 -0.417 3.738 -2.472
O 0.97235 2.33360 -0.44044 -0.790 -0.655 -1.316
O 1.41616 1.07806 1.20250 1.273 -1.310 3.002
H -1.11053 -0.84775 1.76773 0.380 -0.509 -0.637
H -1.83181 0.59388 2.06203 -0.551 0.530 -0.140
H -1.03739 0.45526 -1.77850 0.932 -1.406 -0.180
H -0.83964 -1.42209 -1.34439 0.075 1.951 0.280
H 1.28592 -0.09161 -1.71591 -0.605 0.509 1.288
H 2.03053 -1.62463 -0.37637 1.335 -0.080 -0.596
H 0.58544 -1.81141 0.08718 0.499 -0.051 0.986
H 1.63360 0.12220 1.15994 0.183 -0.695 1.505
```
Forces are in eV/Å.

Values from the calculation:
* molecular weight: 132.1 g/mol
* F_max: 0.0875 hartree/bohr
* ΔE to the lowest compared entry with this formula, charge and spin: 46.9 kcal per mole
* multiplicity: 1
* LUMO: 0.011 hartree
* HOMO-LUMO gap: 10.0396 eV
* SMILES: NC(=O)C[C@H](N)C(=O)O

---

# 3
Here is C18H22N4O4 in the gas phase at a distorted geometry from the Open Molecules 2025 dataset. Energies are from ωB97M-V/def2-TZVPD.

XYZ file:
```
48
Properties=species:S:1:pos:R:3:forces:R:3
O -0.70720 2.44224 0.73804 -0.480 0.770 -0.393
C -0.10346 1.41936 0.49455 1.087 0.894 1.735
C -0.63923 0.47938 -0.53510 -0.657 0.762 0.387
C 0.14458 -0.11651 -1.52840 -1.286 1.114 2.751
N -0.32332 -0.85868 -2.45498 -1.824 -1.368 -2.630
C -1.66166 -1.00665 -2.64468 0.775 1.813 0.735
C -2.55896 -0.25901 -1.74040 -0.488 -1.448 -0.763
C -2.04557 0.46955 -0.63705 -1.189 -0.990 -0.710
O -3.96577 -0.37013 -1.88155 1.279 0.089 -1.664
C -4.47190 -0.45449 -3.28329 -0.923 0.201 0.628
C -4.61681 -1.87796 -3.80690 1.597 -0.237 1.216
C -3.17081 -2.48606 -3.81819 0.206 -2.098 -0.797
C -2.95487 -3.86869 -3.15132 -1.185 -0.333 0.573
C -3.14154 -3.73801 -4.65365 0.261 -0.319 -0.876
N -1.97456 -1.67973 -3.85032 -1.576 1.753 2.883
N 1.05582 1.17745 1.26034 -2.048 0.842 -2.505
C 1.34926 -0.15151 1.59567 2.499 -1.451 -3.608
C 2.60720 -0.06307 2.37826 -0.299 0.260 2.989
C 3.09896 1.42246 2.32490 -0.555 0.457 0.085
N 3.74944 1.84794 3.58780 1.346 -1.264 -1.691
C 3.35132 2.92600 4.44089 -0.041 -1.801 0.549
C 4.33056 2.55917 5.52727 -0.730 -0.700 3.076
O 5.59400 2.07569 4.93105 -2.482 0.524 -0.172
C 5.14076 1.55790 3.77405 0.155 -1.711 -3.391
O 5.83016 0.92136 2.95578 -1.719 1.623 2.333
C 1.78100 2.21118 1.97025 0.286 0.069 0.396
H 1.16820 0.04821 -1.47237 1.942 0.046 -0.050
H -2.80694 0.96963 0.09619 1.871 -0.889 -1.538
H -3.97882 0.18595 -4.01565 0.684 -0.001 0.478
H -5.46344 -0.04509 -3.20336 -0.462 0.333 0.236
H -5.25728 -2.44681 -3.04544 0.773 0.558 -1.422
H -4.97986 -1.95487 -4.87232 -0.097 0.460 1.327
H -3.90671 -4.21784 -2.64416 1.479 0.181 -0.433
H -1.98339 -4.19241 -2.64537 -1.447 0.792 -1.037
H -2.32980 -3.86848 -5.39298 -0.186 -0.022 0.853
H -4.10897 -4.04659 -5.12204 0.838 0.247 0.735
H -1.17589 -1.62422 -4.45173 -0.192 -0.811 -0.693
H 0.56583 -0.70440 2.00370 -1.408 -0.667 1.232
H 1.61396 -0.73498 0.63646 -0.562 0.659 1.116
H 3.35865 -0.67515 1.97320 0.985 -0.994 -0.162
H 2.30831 -0.44070 3.43421 1.223 0.998 -1.326
H 3.78497 1.60249 1.45398 -0.344 -0.508 0.930
H 2.26171 2.93709 4.69510 1.130 -0.207 0.183
H 3.64484 3.84930 4.06009 0.162 1.970 -0.982
H 4.52601 3.42074 6.14553 0.508 0.050 0.335
H 3.86256 1.72142 6.18895 1.078 1.279 -1.145
H 1.20740 2.53283 2.86888 0.426 0.007 -0.452
H 1.99126 3.10470 1.31612 -0.410 -0.932 0.681
```
Forces are in eV/Å.

Values from the calculation:
* molecular weight: 358.4 g/mol
* F_max: 0.0899 hartree/bohr
* ΔE to the lowest compared entry with this formula, charge and spin: 157.8 kcal per mole
* multiplicity: 1
* LUMO: 0.022 hartree
* HOMO-LUMO gap: 8.6716 eV
* SMILES: O=C(c1cnc2c(c1)OCCC1(CC1)N2)N1CC[C@H](N2CCOC2=O)C1

---

# 4
Here is a 19-piece molecular cluster, C4H36BO26 overall at a distorted geometry from the Open Molecules 2025 dataset. Energies are from ωB97M-V/def2-TZVPD.

XYZ file:
```
67
Properties=species:S:1:pos:R:3:forces:R:3
O 0.58195 -2.55219 -1.99633 -0.504 0.026 -0.140
C 0.63400 -1.61906 -1.24532 1.546 -0.960 -0.184
O -0.05627 -0.51324 -1.32566 -0.467 0.499 0.142
B 0.07334 0.21734 -0.06096 0.995 -0.308 0.539
O 1.31108 -0.44584 0.57561 -0.477 1.335 0.740
C 1.63508 -1.53628 -0.03920 0.008 -1.812 -0.493
O 2.44934 -2.39965 0.24052 -1.267 1.876 -0.417
O -1.12779 0.04897 0.76075 -0.503 2.390 0.854
C -1.54588 1.31816 1.07323 -3.723 -0.087 1.658
O -2.56936 1.68734 1.70523 3.603 -1.795 -2.204
C -0.62197 2.32567 0.41905 -1.306 1.426 1.088
O 0.29027 1.66299 -0.15907 2.315 -1.525 -1.872
O -0.73911 3.52554 0.45218 0.006 -0.488 0.284
O -3.73175 4.44521 1.27229 -0.549 0.334 -0.219
H -3.61403 5.11984 1.94105 0.016 0.093 0.129
H -3.07979 3.77807 1.48702 0.427 -0.459 0.027
O 3.93857 -4.30330 1.50046 0.554 -0.267 0.116
H 3.20193 -3.74878 1.24335 -0.279 0.448 -0.156
H 3.55939 -5.17698 1.59602 -0.014 -0.206 0.022
O 1.06891 4.35823 -1.71549 0.239 -0.003 -0.439
H 1.13578 3.94724 -0.85361 -0.170 -0.202 0.253
H 1.05208 5.29768 -1.53274 -0.130 0.257 0.019
O 0.38520 -4.04392 1.97061 -0.239 -0.008 0.263
H 0.78506 -4.32218 1.14665 0.457 -0.169 -0.510
H -0.55221 -4.19037 1.84393 -0.301 -0.143 0.040
O -2.97222 -0.38906 -1.44155 -0.347 0.079 0.277
H -2.02301 -0.50714 -1.47741 0.220 -0.143 -0.174
H -3.16567 0.21815 -2.15577 -0.140 0.071 -0.237
O 0.75356 5.53565 2.41008 -0.151 0.265 0.293
H 0.62707 4.62157 2.15573 0.019 -0.602 -0.074
H 1.36506 5.88302 1.76075 0.163 0.119 -0.172
O -1.18562 -4.96787 -2.44245 0.303 -0.054 0.009
H -1.09065 -5.84961 -2.08225 -0.130 -0.391 -0.036
H -1.48980 -4.43885 -1.70500 -0.257 0.239 0.327
O -2.71323 5.09949 -1.63694 -0.247 0.020 -0.667
H -1.86597 4.67296 -1.50869 0.314 -0.027 0.158
H -3.05909 5.21706 -0.75218 0.002 -0.072 0.506
O -1.89445 -2.55986 -3.91170 -0.359 0.136 -0.298
H -1.55273 -3.21757 -3.30599 0.181 -0.142 -0.099
H -1.13956 -2.00889 -4.11856 0.204 0.139 0.062
O -2.54208 -0.32611 3.58377 -0.131 -0.166 0.418
H -2.99772 0.04832 2.82983 -0.195 0.304 -0.183
H -2.37456 -1.23530 3.33568 0.285 -0.169 0.043
O -1.41681 6.59274 0.87713 -0.281 0.363 -0.366
H -0.91252 6.10793 1.53048 0.514 -0.266 0.351
H -2.15009 6.96452 1.36737 -0.150 0.180 -0.013
O 0.36457 -1.51194 3.20560 -0.136 0.258 0.536
H 0.41909 -0.93826 2.44131 0.017 0.152 -0.009
H 0.25820 -2.38995 2.83953 0.318 -0.387 -0.202
O 5.38935 -2.59314 -0.97125 0.070 0.211 -0.464
H 5.05877 -3.12944 -0.25059 -0.344 -0.365 0.386
H 5.88145 -1.89267 -0.54299 0.177 0.185 0.129
O 1.83078 2.18100 2.36291 -0.269 0.367 -0.010
H 1.96891 1.46025 1.74837 0.101 -0.354 -0.255
H 2.66455 2.26508 2.82550 0.142 0.015 0.191
O 1.41316 -5.21664 -0.71245 -0.155 -0.291 0.594
H 1.96961 -5.69321 -1.32847 0.308 0.011 -0.147
H 0.64065 -4.97574 -1.22374 -0.127 0.339 -0.436
O -5.39081 1.77024 1.39008 -0.544 -0.295 0.027
H -4.45531 1.79193 1.18860 0.269 -0.019 0.027
H -5.70176 2.65112 1.18127 0.065 0.264 -0.025
O 4.07449 0.10298 -1.64930 -0.134 0.361 0.174
H 3.68599 0.29199 -2.50345 -0.073 0.130 -0.222
H 4.15434 -0.85064 -1.62770 0.206 -0.678 0.095
O 2.09356 -3.89342 -3.97762 0.372 -0.280 -0.245
H 1.47795 -3.70354 -3.26966 -0.191 0.281 0.389
H 1.53868 -4.06765 -4.73787 -0.124 -0.043 -0.195
```
Forces are in eV/Å.

Values from the calculation:
* molecular weight: 511.1 g/mol
* F_max: 0.0893 hartree/bohr
* ΔE to the lowest compared entry with this formula, charge and spin: 27.7 kcal per mole
* multiplicity: 1
* charge: -1
* LUMO: 0.060 hartree
* HOMO-LUMO gap: 9.7548 eV

---

no.,calculated total energy (eV)
1,-18793.92848
2,-13399.65346
3,-33170.17006
4,-58653.27564